Entry 1:
A cluster of 2 separate species, C5H13O2 in total, computed with ωB97M-V/def2-TZVPD.

XYZ file:
```
20
Properties=species:S:1:pos:R:3:forces:R:3:mulliken_charge:R:1
C 1.783 -0.255 0.162 -2.6 1.5 0.6 -0.838
O 1.551 0.007 1.462 -0.3 0.2 0.7 -0.384
C 0.448 0.189 -0.800 0.9 -1.1 1.2 -0.633
C -0.769 -0.762 -0.555 0.0 -1.8 -0.3 0.525
C -2.167 -0.455 -1.136 1.7 2.6 -1.8 -1.502
C -0.978 -1.048 0.944 2.5 0.1 -0.5 -1.304
H 2.527 0.531 -0.046 0.5 -1.0 -1.1 0.486
H 1.800 -1.322 0.034 1.2 -0.6 -0.9 0.474
H 1.057 0.191 -1.733 -1.5 0.1 0.1 0.291
H 0.093 1.127 -0.458 0.2 1.5 -0.1 0.500
H -0.481 -1.661 -1.145 -0.1 -0.1 0.9 0.196
H -2.631 0.439 -0.716 0.4 0.4 0.0 0.361
H -1.894 -0.237 -2.198 -1.1 -0.1 0.4 0.330
H -2.988 -1.135 -1.071 0.2 -1.4 0.1 0.411
H -1.194 -0.101 1.460 -0.2 -0.3 -0.1 0.311
H 0.044 -1.386 1.324 -1.9 -0.1 0.1 0.312
H -1.779 -1.766 1.038 0.0 -0.2 0.4 0.446
H 2.252 2.577 1.801 0.1 0.3 0.0 0.333
H 1.394 2.143 0.676 0.5 1.1 0.3 0.345
O 1.934 2.924 0.958 -0.6 -1.3 -0.2 -0.659
```
Positions in Å, forces in eV/Å.

Results
LUMO energy (spin up / spin down) in hartree: 0.034 / -0.060
⟨S²⟩: 0.76
Multiplicity: 2
HOMO-LUMO gap (spin up / spin down) in eV: 11.23 / 8.46
ΔE to the lowest compared entry with this formula, charge and spin in kcal per mole: 39.6

***

Entry 2:
A cluster of 8 separate species, C28H48O5S5 in total, computed with ωB97M-V/def2-TZVPD.

XYZ file:
```
86
Properties=species:S:1:pos:R:3:forces:R:3:mulliken_charge:R:1
C -0.312 -3.309 -0.275 -2.7 -1.1 2.2 -0.522
S -0.086 -4.720 0.917 0.0 0.1 0.5 0.511
O -1.346 -5.001 1.729 0.9 0.4 -1.6 -0.634
C 0.188 -5.998 -0.346 0.1 3.0 -0.4 -1.237
H -0.781 -3.510 -1.172 -0.9 -1.4 -2.1 0.741
H 0.484 -2.726 -0.501 3.2 1.3 -0.1 0.236
H -1.054 -2.637 0.134 0.0 0.1 0.9 -0.341
H 0.508 -6.877 0.028 0.4 -3.0 1.9 0.482
H 1.051 -5.709 -0.916 0.5 0.8 -0.4 0.323
H -0.607 -6.084 -1.016 -1.5 -0.3 -0.9 0.373
C 5.043 -2.360 1.683 -3.3 3.1 -4.6 -1.152
S 3.972 -3.604 0.926 -2.3 1.2 1.6 0.328
O 2.562 -3.333 1.512 2.2 -0.6 -1.0 -0.394
C 3.875 -2.998 -0.762 -2.2 3.7 -0.6 -0.633
H 5.964 -2.435 1.226 2.0 0.4 -2.0 0.509
H 5.358 -2.450 2.578 1.2 -2.3 6.9 0.599
H 4.665 -1.264 1.822 0.2 -1.8 -1.5 0.085
H 3.026 -3.559 -1.273 1.1 0.8 0.8 0.128
H 4.748 -3.054 -1.343 1.5 -0.8 -0.5 0.574
H 3.701 -1.740 -0.858 -0.1 -3.5 0.7 0.054
C 0.321 -3.146 4.294 -2.1 -1.1 -1.8 -0.606
S -1.264 -2.624 5.055 0.3 -0.4 0.8 0.410
O -0.988 -1.552 6.077 0.0 -0.3 -0.8 -0.642
C -1.994 -1.810 3.613 -0.2 6.2 5.9 -0.430
H 0.031 -3.865 3.453 0.4 1.3 0.8 0.014
H 0.949 -3.726 4.898 0.3 -0.9 1.7 0.511
H 0.933 -2.339 4.002 0.3 1.2 -0.8 0.232
H -2.051 -2.371 2.850 -0.1 -4.5 -5.7 0.226
H -1.273 -0.928 3.461 -1.3 -1.0 -0.1 -0.034
H -3.099 -1.440 3.842 2.5 -0.7 -0.1 0.316
C 0.226 0.288 0.187 -1.6 1.7 0.6 -0.235
S 1.992 0.089 0.659 -0.8 2.2 -3.3 0.962
O 2.701 0.661 -0.594 -0.3 -1.7 1.0 -0.774
C 2.085 1.518 1.657 -2.6 -2.9 3.0 -0.878
H -0.070 1.451 0.260 1.1 -2.5 -0.8 0.143
H -0.499 -0.114 0.966 1.0 -0.2 -1.1 0.073
H 0.110 -0.137 -0.855 -0.1 0.5 1.3 -0.001
H 2.926 1.202 2.159 2.8 1.2 1.1 0.546
H 1.351 1.383 2.492 0.1 -0.2 -0.4 0.248
H 1.776 2.447 1.324 0.7 1.6 -1.5 0.061
C 0.826 4.868 4.557 0.5 1.7 0.6 -0.783
S -0.663 4.220 3.871 -1.8 -0.9 -1.0 0.395
O -0.210 3.506 2.607 -1.3 -1.0 5.9 -0.613
C -1.206 2.844 4.893 4.3 -1.1 4.4 -0.892
H 1.385 3.985 4.449 1.5 -1.2 0.8 0.250
H 0.708 5.280 5.686 0.5 -0.8 -3.0 0.344
H 1.314 5.520 3.686 -1.5 -0.7 2.2 0.290
H -0.424 1.923 4.955 -1.5 2.2 -0.8 0.222
H -2.120 2.458 4.593 -1.7 -0.3 -0.9 0.379
H -1.238 3.089 6.047 -0.3 0.0 -2.3 0.347
C -0.500 6.303 -1.222 3.7 -4.7 2.1 -0.457
C -1.134 6.131 0.076 2.1 1.0 -2.0 -0.809
C -0.744 5.091 0.973 4.0 2.1 -6.9 -0.484
C 0.416 4.250 0.665 -1.7 3.1 -5.9 0.733
C 1.092 4.402 -0.650 -2.6 1.9 1.2 -0.360
C 0.644 5.459 -1.640 -3.6 -2.1 9.0 -0.883
H -0.716 6.928 -1.990 -1.4 2.5 -1.5 0.446
H -1.699 7.062 0.308 -0.5 -1.4 0.4 0.242
H -1.338 4.985 1.738 -2.6 -0.6 3.9 0.762
H 0.372 3.428 1.323 1.7 -0.5 -1.4 -0.293
H 1.872 3.656 -0.830 -0.1 0.5 -0.4 0.348
H 1.130 5.449 -2.488 2.1 0.5 -4.5 0.587
C -0.507 1.453 -5.005 -2.5 -0.5 -4.5 -0.669
C -0.297 0.918 -6.434 2.0 2.1 2.4 -0.534
C 0.814 0.129 -6.677 -3.5 1.5 6.1 -0.501
C 1.384 -0.497 -5.530 0.9 -0.9 -1.0 -0.145
C 1.074 -0.236 -4.229 -2.1 -0.4 3.4 0.026
C 0.007 0.820 -3.938 2.8 -2.4 -1.5 -0.017
H -1.348 2.230 -5.030 1.4 -1.2 0.8 0.286
H -0.766 1.471 -7.236 -0.3 -0.1 0.0 0.340
H 1.204 -0.062 -7.552 1.6 -1.1 -4.6 0.538
H 2.037 -1.303 -5.893 0.2 0.2 1.1 0.276
H 1.405 -0.973 -3.246 -0.6 2.4 -3.2 -0.132
H -0.397 0.984 -2.979 0.2 0.3 1.2 0.549
C -3.793 -2.746 -2.001 -1.0 1.8 -0.3 -0.164
C -4.707 -2.579 -3.251 4.5 1.7 4.1 -0.544
C -4.676 -1.359 -3.879 -1.8 -1.4 0.5 -0.387
C -4.070 -0.222 -3.285 0.1 1.8 -3.0 -0.294
C -3.341 -0.210 -2.179 -0.7 -6.2 2.9 -0.586
C -3.261 -1.601 -1.408 -0.1 2.4 -3.5 -0.203
H -3.596 -3.705 -1.443 -0.7 0.9 -1.0 0.351
H -5.205 -3.457 -3.415 -1.5 -1.7 -1.4 0.455
H -5.363 -1.273 -4.736 0.7 0.4 0.3 0.310
H -4.067 0.714 -3.906 -0.3 -0.9 0.7 0.230
H -2.881 0.585 -1.708 0.8 1.7 0.5 0.679
H -2.580 -1.579 -0.572 -0.3 -0.4 0.3 0.194
```
Positions in Å, forces in eV/Å.

Results
LUMO energy in hartree: 0.012
Multiplicity: 1
HOMO-LUMO gap in eV: 8.75
ΔE to the lowest compared entry with this formula, charge and spin in kcal per mole: 297.9

***

Entry 3:
A cluster of 7 separate species, C30H57FO10 in total, computed with ωB97M-V/def2-TZVPD.

XYZ file:
```
98
Properties=species:S:1:pos:R:3:forces:R:3:mulliken_charge:R:1
C 3.029 -2.752 0.244 -0.4 -0.1 0.2 -1.126
C 1.603 -3.294 0.022 0.3 -0.1 0.0 -0.251
C 0.884 -2.622 -1.129 0.2 -0.2 0.0 -0.558
O 0.700 -1.226 -0.942 -0.1 0.0 -0.1 -0.390
C -0.570 -0.792 -0.511 0.1 0.2 0.0 -1.433
C -0.551 -0.426 0.956 -0.3 -0.4 0.2 2.395
F -0.616 -1.635 1.689 0.1 0.2 -0.1 -0.494
C 0.714 0.287 1.388 0.1 -0.1 -0.6 -1.129
O 0.391 1.018 2.567 0.1 -0.1 0.3 -0.381
C -0.942 0.975 2.807 -0.1 0.1 0.1 -0.076
O -1.416 1.289 3.854 0.0 0.2 -0.3 -0.612
C -1.671 0.471 1.542 -0.2 -0.3 0.4 1.161
C -2.106 1.643 0.656 0.3 0.5 0.1 -0.797
C -1.033 2.713 0.356 -0.4 0.0 -0.3 -1.210
O -2.794 -0.227 2.022 0.4 -0.1 -0.3 -0.475
C -3.578 -0.901 1.037 -0.4 0.0 0.2 0.316
C -3.856 -2.324 1.501 0.2 0.2 0.1 -1.445
H 3.347 -2.120 -0.584 0.1 0.1 0.0 0.248
H 3.073 -2.170 1.162 0.1 0.2 0.0 0.299
H 3.724 -3.577 0.331 0.2 0.0 0.1 0.397
H 1.654 -4.359 -0.217 0.0 0.0 -0.1 0.480
H 1.030 -3.216 0.944 -0.2 0.0 0.0 0.107
H -0.064 -3.125 -1.338 -0.2 0.1 0.1 0.308
H 1.505 -2.732 -2.021 0.0 0.1 -0.1 0.353
H -0.833 0.085 -1.107 0.0 0.1 0.0 0.388
H -1.345 -1.541 -0.675 0.1 -0.2 -0.1 0.470
H 1.506 -0.431 1.576 0.1 0.1 0.2 0.136
H 1.040 0.960 0.594 0.1 0.1 0.1 0.208
H -2.941 2.109 1.176 0.0 -0.1 0.1 0.669
H -2.502 1.263 -0.284 -0.1 -0.1 0.0 0.113
H -0.134 2.611 0.951 0.1 0.0 0.0 0.125
H -1.425 3.709 0.555 -0.1 0.0 0.0 0.410
H -0.766 2.687 -0.699 0.3 0.0 0.0 0.349
H -3.114 -0.874 0.056 0.0 0.0 0.0 -0.160
H -4.527 -0.367 0.940 0.0 0.1 0.0 0.571
H -4.858 -2.634 1.215 0.0 -0.1 -0.1 0.366
H -3.124 -3.035 1.123 0.0 0.0 -0.1 0.245
H -3.779 -2.333 2.587 -0.1 -0.1 0.1 0.361
C 3.752 3.077 1.983 0.0 -0.1 0.1 -1.234
C 4.172 2.155 0.865 0.0 0.0 0.0 1.150
O 4.320 0.968 1.046 -0.1 0.0 0.0 -0.550
C 4.387 2.788 -0.485 0.1 -0.2 -0.1 -0.984
H 3.622 2.507 2.900 0.0 0.0 0.0 0.327
H 4.514 3.843 2.137 0.0 0.1 0.0 0.470
H 2.811 3.566 1.726 0.0 0.1 0.0 0.146
H 5.174 3.542 -0.428 -0.1 0.1 0.0 0.394
H 3.460 3.257 -0.815 0.1 0.1 0.0 0.026
H 4.674 2.022 -1.203 0.0 0.0 0.0 0.359
C -6.507 -2.401 -1.602 0.2 -0.1 0.0 -1.205
C -5.867 -1.074 -1.930 -0.1 0.0 0.0 0.973
O -4.665 -0.939 -1.953 0.1 0.0 0.0 -0.550
C -6.806 0.070 -2.203 0.2 0.1 0.0 -1.050
H -5.735 -3.144 -1.414 0.0 0.0 0.0 0.330
H -7.138 -2.294 -0.717 -0.1 0.0 -0.1 0.222
H -7.132 -2.729 -2.434 -0.1 0.0 0.0 0.432
H -7.436 0.234 -1.329 -0.1 -0.1 0.0 0.208
H -7.445 -0.167 -3.056 -0.1 0.0 0.1 0.360
H -6.235 0.971 -2.421 0.0 0.0 0.0 0.328
C 9.281 0.555 2.895 0.0 0.2 0.0 -1.139
C 8.271 1.071 1.897 0.0 0.0 0.0 0.847
O 8.198 2.249 1.626 0.0 0.0 0.0 -0.563
C 7.357 0.056 1.262 0.1 0.1 -0.1 -0.810
H 9.873 1.383 3.279 0.0 0.0 0.0 0.312
H 8.768 0.062 3.722 0.0 -0.1 0.0 0.313
H 9.941 -0.170 2.416 0.0 -0.1 0.0 0.322
H 6.765 -0.449 2.026 0.0 -0.1 0.0 0.302
H 7.942 -0.692 0.722 0.0 -0.1 0.1 0.414
H 6.683 0.550 0.573 -0.1 0.0 0.0 -0.013
C -10.708 -0.770 1.937 0.2 0.0 0.0 -1.147
C -10.219 -0.489 0.538 -0.1 0.0 0.0 0.785
O -9.039 -0.434 0.279 0.0 0.0 0.0 -0.473
C -11.271 -0.279 -0.523 0.2 0.0 -0.1 -1.101
H -9.858 -0.901 2.602 0.0 0.0 0.0 0.295
H -11.320 0.060 2.292 -0.1 0.0 0.0 0.335
H -11.317 -1.675 1.944 -0.1 0.0 0.0 0.338
H -11.904 0.569 -0.257 -0.1 -0.1 0.0 0.344
H -11.900 -1.166 -0.605 -0.1 0.0 0.0 0.333
H -10.793 -0.085 -1.480 0.0 0.0 0.0 0.256
C 0.938 6.255 -0.413 0.0 -0.2 0.1 -1.156
C 1.317 5.349 -1.559 0.0 0.1 0.0 0.964
O 1.510 4.166 -1.392 0.0 0.0 0.0 -0.569
C 1.443 5.986 -2.920 0.0 -0.2 0.0 -1.278
H 0.879 5.677 0.507 0.0 0.0 0.0 0.226
H 1.683 7.043 -0.298 0.0 0.1 0.0 0.388
H -0.029 6.720 -0.609 0.0 0.1 0.0 0.356
H 2.207 6.765 -2.898 -0.1 0.1 0.0 0.358
H 0.495 6.442 -3.208 0.0 0.1 0.0 0.364
H 1.718 5.232 -3.653 0.0 0.0 0.0 0.313
C 5.207 -4.817 -3.258 -0.1 0.0 0.1 -1.106
C 5.781 -4.895 -1.863 0.0 0.0 0.0 0.888
O 5.071 -4.987 -0.892 0.0 -0.1 0.0 -0.538
C 7.285 -4.846 -1.744 0.0 0.0 0.2 -1.167
H 4.121 -4.860 -3.208 0.0 0.0 0.0 0.256
H 5.510 -3.884 -3.735 0.1 0.0 0.0 0.323
H 5.575 -5.649 -3.861 0.1 0.0 0.0 0.361
H 7.664 -3.914 -2.168 0.0 0.0 -0.1 0.325
H 7.731 -5.678 -2.290 0.0 0.0 -0.1 0.353
H 7.570 -4.907 -0.697 0.0 0.0 0.0 0.298
```
Positions in Å, forces in eV/Å.

Results
LUMO energy in hartree: 0.022
Structure (SMILES): CCCOC[C@@]1(F)COC(=O)[C@]1(CC)OCC.CC(C)=O.CC(C)=O.CC(C)=O.CC(C)=O.CC(C)=O.CC(C)=O
Multiplicity: 1
HOMO-LUMO gap in eV: 9.82

***

Entry 4:
The ion C4H5N2 with charge +1, computed with ωB97M-V/def2-TZVPD.

XYZ file:
```
11
Properties=species:S:1:pos:R:3:forces:R:3:mulliken_charge:R:1
C 2.546 0.631 -0.210 2.1 0.6 -0.3 -0.433
C 1.510 0.105 0.064 -1.8 -0.8 -0.2 0.486
C -1.565 1.009 0.201 -1.6 -2.3 -2.3 -0.181
C -0.422 -1.296 -0.137 -0.1 2.5 -0.1 -0.094
N 0.536 -0.524 0.532 -0.8 -1.8 2.2 -0.387
N -1.295 -0.159 -0.161 -1.2 2.0 -0.8 -0.051
H 3.565 0.838 -0.189 1.1 0.8 -0.4 0.432
H -1.248 1.407 1.073 1.7 1.6 2.7 0.353
H -2.328 1.530 -0.364 -0.3 0.0 -0.1 0.280
H -0.327 -1.500 -1.142 1.1 -1.0 -2.3 0.297
H -0.971 -2.042 0.333 -0.2 -1.6 1.6 0.299
```
Positions in Å, forces in eV/Å.

Results
Total charge: +1
LUMO energy (spin up / spin down) in hartree: -0.272 / -0.254
Multiplicity: 1
HOMO-LUMO gap (spin up / spin down) in eV: 7.35 / 7.76
ΔE to the lowest compared entry with this formula, charge and spin in kcal per mole: 128.9

***

- What is the multiplicity in the second record?
  1